# 1
A molecular structure, C18H26CoF3NP2. Source: the Open Molecules 2025 dataset; level of theory: ωB97M-V/def2-TZVPD.

ORCA input file:
```
! wB97M-V def2-TZVPD RIJCOSX def2/J DEFGRID3
* xyz 3 5
Co 0.82 0.97 -0.23
C -0.47 1.49 1.74
C -0.48 2.63 0.92
C 0.72 3.27 0.59
C 1.93 2.76 1.07
C 1.95 1.59 1.84
C 0.75 0.96 2.18
H -1.40 1.02 2.02
H -1.43 3.04 0.58
H 0.70 4.16 -0.02
H 2.86 3.26 0.82
H 2.89 1.20 2.20
H 0.76 0.08 2.81
C -2.32 0.40 -1.84
P -0.81 -0.50 -1.37
C -0.08 -1.05 -2.94
C -1.39 -2.03 -0.51
C -2.12 -3.03 -1.42
P -2.78 -4.51 -0.57
C -2.80 -5.95 -1.63
C -4.35 -4.21 0.24
H -2.96 -0.22 -2.46
H -2.05 1.29 -2.41
H -2.87 0.71 -0.95
H -0.82 -1.56 -3.56
H 0.76 -1.73 -2.75
H 0.29 -0.19 -3.49
H -2.03 -1.70 0.31
H -0.52 -2.51 -0.05
H -1.45 -3.42 -2.19
H -2.97 -2.58 -1.94
H -3.47 -5.76 -2.48
H -3.17 -6.80 -1.07
H -1.80 -6.17 -2.00
H -5.12 -4.07 -0.53
H -4.30 -3.33 0.87
H -4.61 -5.07 0.85
F 6.68 0.19 -3.80
C 5.62 0.80 -4.32
F 5.96 2.02 -4.72
F 5.19 0.10 -5.38
C 4.49 0.88 -3.30
C 4.42 -0.03 -2.25
C 3.36 0.05 -1.38
N 2.39 0.98 -1.51
C 2.47 1.86 -2.52
C 3.50 1.84 -3.44
H 5.19 -0.78 -2.11
H 3.28 -0.63 -0.54
H 1.68 2.60 -2.59
H 3.54 2.57 -4.23
*
```

Lowest unoccupied orbital energy (spin up / spin down) in eV: -8.6339 / -11.1228
Highest occupied orbital energy (spin up / spin down) in eV: -18.423 / -18.874
Energy above the lowest of the compared OMol25 structures with the same formula, charge and spin in kJ/mol: 0.4
E_tot in a.u.: -3120.34647
Gap between HOMO and LUMO (spin up / spin down) in Eh: 0.3597 / 0.2848


# 2
A gas-phase ion, C18H26N (charge +1) at a distorted geometry. Source: the Open Molecules 2025 dataset; level of theory: ωB97M-V/def2-TZVPD.

ORCA input file:
```
! wB97M-V def2-TZVPD RIJCOSX def2/J DEFGRID3
* xyz 1 1
C 2.74 4.05 -0.22
C 1.49 3.16 -0.10
C 0.61 3.67 1.02
C 1.93 1.68 0.02
C 2.59 1.33 -1.32
C 2.02 0.01 -1.81
C 0.67 -0.17 -1.14
N 0.73 0.62 0.18
C 0.55 -0.24 1.36
C -0.77 -1.07 1.13
C -0.74 -2.37 0.59
C -1.91 -2.96 0.10
C -3.15 -2.33 0.27
C -3.19 -1.13 0.99
C -2.02 -0.52 1.44
C 1.75 -1.11 1.64
C 2.40 -0.75 2.77
C 1.72 0.40 3.47
C 0.46 0.66 2.63
H 3.42 3.84 0.63
H 3.29 3.87 -1.16
H 2.46 5.11 -0.19
H 0.92 3.25 -1.05
H 1.06 3.44 2.00
H 0.55 4.77 0.96
H -0.42 3.29 0.96
H 2.62 1.56 0.87
H 2.39 2.11 -2.07
H 3.68 1.29 -1.19
H 1.88 0.03 -2.90
H 2.69 -0.83 -1.56
H -0.14 0.35 -1.67
H 0.39 -1.23 -1.03
H -0.13 1.19 0.24
H 0.19 -2.93 0.52
H -1.86 -3.92 -0.44
H -4.06 -2.76 -0.16
H -4.17 -0.65 1.18
H -2.09 0.37 2.08
H 1.91 -2.03 1.08
H 3.29 -1.20 3.21
H 2.35 1.31 3.52
H 1.47 0.16 4.53
H -0.42 0.32 3.18
H 0.32 1.74 2.45
*
```

SMILES: CC(C)[C@@H]1CCC[N@H+]1[C@@]1(c2ccccc2)C=CCC1
Lowest unoccupied orbital energy in eV: -2.2678
Highest occupied orbital energy in eV: -12.406
Energy above the lowest of the compared OMol25 structures with the same formula, charge and spin in kJ/mol: 0.0
E_tot in a.u.: -755.97958
Gap between HOMO and LUMO in Eh: 0.3726


# 3
A molecular structure, C18H26N3O3PtS. Source: the Open Molecules 2025 dataset; level of theory: ωB97M-V/def2-TZVPD.

ORCA input file:
```
! wB97M-V def2-TZVPD RIJCOSX def2/J DEFGRID3
* xyz 1 3
Pt 0.50 -0.89 0.33
C -3.73 -1.20 2.82
N -3.63 -0.22 1.74
C -4.66 0.80 1.71
C -2.56 -0.22 0.94
O -1.68 -1.08 1.03
C -2.51 0.90 -0.10
O -1.40 0.75 -0.96
C -0.67 1.93 -1.17
C 0.17 2.26 0.07
O 0.22 1.43 0.99
N 0.82 3.43 0.11
C 1.63 3.77 1.27
C 0.87 4.38 -0.98
H -4.60 -1.84 2.67
H -2.83 -1.80 2.85
H -3.84 -0.68 3.77
H -5.57 0.38 2.13
H -4.38 1.67 2.32
H -4.88 1.13 0.70
H -3.42 0.87 -0.71
H -2.48 1.86 0.42
H -0.02 1.75 -2.02
H -1.34 2.76 -1.41
H 1.46 3.04 2.06
H 2.68 3.79 1.00
H 1.34 4.76 1.63
H 0.26 4.07 -1.82
H 0.51 5.36 -0.64
H 1.90 4.49 -1.33
C 0.81 -2.70 1.49
C 1.02 -3.19 0.15
C -0.08 -3.48 -0.71
C 0.14 -3.94 -2.00
C 1.43 -4.16 -2.47
C 2.52 -3.91 -1.62
C 2.33 -3.43 -0.35
H 1.66 -2.67 2.16
H -0.15 -2.90 1.96
H -1.08 -3.35 -0.33
H -0.71 -4.15 -2.64
H 1.59 -4.54 -3.46
H 3.53 -4.11 -1.97
H 3.18 -3.24 0.30
S 3.88 0.06 -2.65
C 4.15 0.90 -1.18
C 3.13 0.66 -0.32
N 2.17 -0.19 -0.81
C 2.44 -0.59 -2.02
H 5.02 1.51 -1.03
H 3.03 1.04 0.69
H 1.82 -1.28 -2.57
*
```

Lowest unoccupied orbital energy (spin up / spin down) in eV: -2.0402 / -3.2259
Highest occupied orbital energy (spin up / spin down) in eV: -9.055 / -11.231
Energy above the lowest of the compared OMol25 structures with the same formula, charge and spin in kJ/mol: 0.0
E_tot in a.u.: -1608.71697
Gap between HOMO and LUMO (spin up / spin down) in Eh: 0.2578 / 0.2942


# 4
A molecular structure, C18H26N4NiS4Se. Source: the Open Molecules 2025 dataset; level of theory: ωB97M-V/def2-TZVPD.

ORCA input file:
```
! wB97M-V def2-TZVPD RIJCOSX def2/J DEFGRID3
* xyz 0 3
Ni -1.67 -0.52 1.98
S -2.98 -2.27 1.30
S -4.52 -1.63 0.23
S -4.48 0.43 0.07
S -2.93 1.15 1.08
C 3.29 2.25 0.89
C 2.71 2.47 -0.50
C 1.37 3.20 -0.49
C 0.23 2.38 0.09
N -0.03 1.16 -0.68
C 0.14 -0.10 -0.26
Se 0.71 -0.63 1.44
N -0.26 -0.93 -1.25
C -0.22 -2.39 -1.24
C 0.79 -2.93 -2.24
C 2.23 -2.51 -1.95
C 2.81 -3.15 -0.69
C -0.76 -0.17 -2.31
C -1.37 -0.54 -3.50
C -1.81 0.49 -4.32
C -1.67 1.83 -3.95
C -1.07 2.19 -2.76
C -0.62 1.16 -1.94
H 4.27 1.77 0.84
H 2.65 1.61 1.50
H 3.42 3.21 1.41
H 2.60 1.51 -1.02
H 3.41 3.06 -1.10
H 1.11 3.51 -1.51
H 1.45 4.11 0.10
H -0.70 2.95 0.11
H 0.44 2.05 1.11
H -1.23 -2.74 -1.46
H 0.01 -2.69 -0.23
H 0.52 -2.62 -3.25
H 0.72 -4.02 -2.22
H 2.29 -1.42 -1.88
H 2.85 -2.79 -2.81
H 2.26 -2.85 0.20
H 3.85 -2.86 -0.54
H 2.77 -4.24 -0.76
H -1.51 -1.57 -3.77
H -2.29 0.24 -5.26
H -2.04 2.60 -4.61
H -1.00 3.23 -2.46
N -2.46 -0.44 6.05
C -1.11 -0.14 6.15
C -0.65 -0.13 4.87
N -1.69 -0.41 4.01
C -2.75 -0.59 4.74
H -3.10 -0.52 6.81
H -0.62 0.03 7.10
H 0.35 0.06 4.51
H -3.73 -0.82 4.37
*
```

Lowest unoccupied orbital energy (spin up / spin down) in eV: 0.5781 / -0.7765
Highest occupied orbital energy (spin up / spin down) in eV: -6.552 / -6.668
Energy above the lowest of the compared OMol25 structures with the same formula, charge and spin in kJ/mol: 0.0
E_tot in a.u.: -6423.11031
Gap between HOMO and LUMO (spin up / spin down) in Eh: 0.2620 / 0.2165